Entry from OMol25: a cluster of 11 separate species, C40H60Br8N4O3 in total in a non-equilibrium geometry (ωB97M-V/def2-TZVPD).

```
! RIJCOSX wB97M-V def2-TZVPD def2/J DEFGRID3
* xyz 0 1
C -2.07 2.63 3.99
C -1.62 1.32 3.96
C -2.46 0.31 4.45
N -3.69 0.48 4.96
C -4.05 1.81 5.03
C -3.33 2.89 4.49
H -1.44 3.41 3.61
H -0.68 1.06 3.48
H -2.11 -0.72 4.47
H -5.00 2.00 5.51
H -3.69 3.91 4.58
C -0.15 -4.72 0.44
C 1.23 -4.47 0.16
C 2.05 -4.17 1.23
N 1.54 -4.03 2.48
C 0.30 -4.48 2.72
C -0.58 -4.87 1.74
H -0.75 -5.13 -0.36
H 1.65 -4.61 -0.83
H 3.09 -3.92 1.11
H 0.07 -4.51 3.77
H -1.57 -5.27 1.89
C 0.71 -2.79 -4.10
C 0.40 -2.29 -5.40
C 1.45 -1.88 -6.24
N 2.75 -2.04 -5.87
C 3.06 -2.66 -4.74
C 2.08 -2.97 -3.77
H -0.08 -3.11 -3.44
H -0.60 -2.10 -5.75
H 1.27 -1.41 -7.19
H 4.12 -2.72 -4.54
H 2.38 -3.43 -2.85
C 6.69 -2.00 -1.61
C 5.94 -2.32 -0.47
C 4.70 -1.74 -0.28
N 4.11 -0.97 -1.22
C 4.85 -0.61 -2.26
C 6.15 -1.04 -2.49
H 7.56 -2.63 -1.71
H 6.26 -3.04 0.26
H 4.22 -2.06 0.63
H 4.32 0.01 -2.96
H 6.60 -0.76 -3.43
C 2.35 3.11 -3.77
C 1.38 2.02 -3.94
C 1.07 1.52 -2.56
O 1.60 2.52 -1.61
C 2.06 3.68 -2.39
H 2.29 3.91 -4.51
H 3.34 2.68 -3.92
H 1.76 1.23 -4.58
H 0.48 2.41 -4.42
H 1.45 0.51 -2.41
H -0.01 1.40 -2.50
H 2.97 4.05 -1.91
H 1.27 4.41 -2.55
C -2.80 2.32 -1.32
C -3.87 1.36 -0.73
C -3.87 1.78 0.71
O -2.47 2.18 0.89
C -1.72 2.38 -0.29
H -3.21 3.33 -1.27
H -2.44 2.16 -2.34
H -3.58 0.31 -0.73
H -4.90 1.34 -1.09
H -4.24 1.00 1.37
H -4.54 2.63 0.83
H -1.06 1.55 -0.52
H -1.30 3.38 -0.32
C 0.70 5.25 1.93
C 1.42 3.98 1.38
C 1.85 3.26 2.66
O 2.19 4.35 3.54
C 1.66 5.64 3.14
H -0.30 5.03 2.32
H 0.68 6.12 1.27
H 2.32 4.20 0.80
H 0.83 3.35 0.72
H 2.65 2.52 2.62
H 0.97 2.79 3.11
H 2.49 6.21 2.72
H 1.11 6.11 3.95
Br -1.20 -1.54 -1.21
C -0.42 -1.10 0.55
C 0.93 -0.49 0.37
Br 1.84 -0.28 2.12
H -0.26 -2.03 1.10
H -1.20 -0.51 1.03
H 0.84 0.50 -0.07
H 1.41 -1.21 -0.29
Br -7.15 -3.72 -0.45
C -5.97 -3.23 1.06
C -4.99 -2.24 0.55
Br -3.52 -2.09 1.90
H -5.49 -4.17 1.34
H -6.63 -2.80 1.81
H -5.38 -1.25 0.32
H -4.46 -2.61 -0.33
Br -5.55 -1.05 -2.53
C -4.65 0.16 -3.79
C -3.28 -0.46 -4.18
Br -2.25 0.84 -5.26
H -4.53 1.12 -3.29
H -5.40 0.25 -4.57
H -3.36 -1.38 -4.76
H -2.74 -0.64 -3.25
Br 0.15 -1.89 6.59
C 1.61 -2.07 5.26
C 2.89 -1.28 5.63
Br 2.53 0.65 5.77
H 1.25 -1.71 4.30
H 1.78 -3.15 5.17
H 3.59 -1.43 4.81
H 3.32 -1.57 6.58
*
```

The energy above the lowest of the compared OMol25 structures with the same formula, charge and spin comes out at 0.000 eV. The LUMO energy is 0.20 eV.



Entry from OMol25: a cluster of 10 separate species, C40H60O41S9 in total in a non-equilibrium geometry (ωB97M-V/def2-TZVPD).

```
! RIJCOSX wB97M-V def2-TZVPD def2/J DEFGRID3
* xyz 0 1
C 3.42 -3.23 2.56
C 4.41 -2.86 1.59
C 5.57 -1.81 1.97
O 6.77 -2.20 1.95
O 5.19 -0.47 2.30
C 5.77 0.48 1.36
C 4.78 0.72 0.10
C 3.26 1.03 0.59
C 2.25 -0.20 0.24
C 1.24 -0.57 1.44
C -0.23 0.07 1.29
C -0.23 1.58 0.79
C -0.31 2.70 1.69
C -0.23 4.14 0.96
O -0.92 5.13 1.30
C 0.81 4.20 -0.28
C 1.81 5.43 -0.55
O 1.94 6.35 0.55
C 2.55 5.75 1.68
C 3.46 4.49 1.69
C 3.99 3.96 3.06
C 3.65 4.65 4.43
C 2.74 5.91 4.43
C 2.21 6.42 3.07
C 0.88 3.09 -1.19
C -0.13 1.86 -0.80
O -0.80 1.19 -1.66
H 3.32 -2.62 3.54
H 2.77 -4.15 2.38
H 4.42 -3.33 0.54
H 6.83 0.18 1.05
H 5.86 1.50 1.89
H 4.80 -0.21 -0.60
H 5.21 1.60 -0.50
H 3.33 1.20 1.72
H 2.96 2.01 0.09
H 1.74 -0.07 -0.78
H 2.95 -1.12 0.11
H 1.18 -1.72 1.47
H 1.77 -0.27 2.42
H -0.67 0.08 2.36
H -0.95 -0.61 0.69
H -0.39 2.59 2.82
H 1.34 6.03 -1.42
H 2.81 5.03 -0.96
H 3.71 3.97 0.70
H 4.64 3.02 3.15
H 4.02 4.27 5.44
H 2.41 6.48 5.38
H 1.51 7.33 3.09
H 1.61 3.05 -2.06
O -0.50 -0.40 4.27
S -0.24 -1.11 5.48
O -0.25 -0.49 6.77
O 1.15 -1.93 5.31
C 0.91 -3.33 5.49
C -0.53 -3.55 5.07
O -1.24 -2.40 5.53
H 1.05 -3.56 6.55
H 1.61 -3.92 4.90
H -0.96 -4.46 5.50
H -0.62 -3.59 3.98
O -0.35 5.09 -6.42
S -0.83 5.45 -5.11
O -0.33 6.57 -4.38
O -0.76 4.14 -4.17
C -2.06 3.83 -3.67
C -3.03 4.35 -4.72
O -2.45 5.57 -5.19
H -2.19 4.36 -2.72
H -2.16 2.76 -3.51
H -4.03 4.52 -4.32
H -3.10 3.66 -5.57
O -6.13 4.82 -5.47
S -6.72 5.18 -6.72
O -7.55 4.29 -7.48
O -5.55 5.75 -7.69
C -5.86 7.08 -8.09
C -6.70 7.66 -6.96
O -7.52 6.58 -6.53
H -6.44 7.03 -9.02
H -4.95 7.65 -8.26
H -7.30 8.51 -7.28
H -6.06 7.96 -6.12
O -2.28 -7.63 5.17
S -3.26 -6.81 4.52
O -3.40 -6.74 3.10
O -3.13 -5.30 5.11
C -4.37 -4.90 5.69
C -5.02 -6.19 6.17
O -4.71 -7.16 5.16
H -4.97 -4.42 4.92
H -4.20 -4.20 6.51
H -6.10 -6.09 6.29
H -4.58 -6.53 7.11
O 4.96 -0.43 -2.64
S 4.44 -0.97 -3.86
O 4.94 -2.17 -4.46
O 4.44 0.21 -4.98
C 3.11 0.42 -5.46
C 2.20 0.03 -4.30
O 2.83 -1.11 -3.71
H 2.95 -0.23 -6.32
H 2.97 1.46 -5.76
H 1.19 -0.21 -4.63
H 2.15 0.82 -3.55
O -3.99 1.66 -6.44
S -3.74 0.95 -5.22
O -3.75 1.58 -3.94
O -2.35 0.13 -5.39
C -2.59 -1.27 -5.20
C -4.03 -1.49 -5.63
O -4.74 -0.33 -5.18
H -2.46 -1.49 -4.14
H -1.89 -1.86 -5.79
H -4.46 -2.39 -5.20
H -4.12 -1.53 -6.72
O 4.20 -4.28 10.17
S 3.60 -3.91 8.92
O 2.77 -4.80 8.16
O 4.77 -3.34 7.95
C 4.45 -2.00 7.56
C 3.62 -1.43 8.71
O 2.80 -2.52 9.14
H 3.87 -2.04 6.64
H 5.36 -1.42 7.39
H 3.01 -0.58 8.40
H 4.26 -1.14 9.55
O 3.92 -8.23 0.93
S 4.42 -6.97 0.46
O 3.68 -5.75 0.58
O 4.88 -7.16 -1.08
C 6.26 -6.82 -1.22
C 6.88 -7.13 0.14
O 5.90 -6.74 1.09
H 6.33 -5.76 -1.45
H 6.71 -7.40 -2.02
H 7.81 -6.59 0.30
H 7.06 -8.21 0.25
O -10.42 -2.09 -2.02
S -9.43 -2.07 -3.06
O -8.95 -3.26 -3.69
O -8.16 -1.21 -2.54
C -7.93 -0.12 -3.42
C -9.29 0.22 -4.01
O -9.93 -1.04 -4.21
H -7.23 -0.45 -4.20
H -7.50 0.72 -2.88
H -9.21 0.76 -4.95
H -9.90 0.80 -3.31
*
```

The LUMO energy is -0.94 eV.



Entry from OMol25: a structure of composition C40H61AsClGeO2OsPSi3 (ωB97M-V/def2-TZVPD).

```
! RIJCOSX wB97M-V def2-TZVPD def2/J DEFGRID3
* xyz 2 5
Os 1.86 0.37 1.99
C -2.20 -3.63 3.38
Si -1.73 -1.81 3.42
C -1.76 -1.09 5.14
C -2.86 -0.86 2.26
As 0.58 -1.78 2.72
Si 1.69 -3.20 4.31
C 1.07 -4.96 4.49
C 3.44 -3.26 3.64
C 1.47 -2.40 5.99
Si 0.65 -3.03 0.67
C 2.24 -2.56 -0.23
C 0.70 -4.88 0.96
C -0.92 -2.62 -0.29
H -3.14 -3.76 3.92
H -1.47 -4.28 3.86
H -2.36 -3.98 2.36
H -2.78 -0.79 5.38
H -1.13 -0.21 5.24
H -1.46 -1.82 5.89
H -3.79 -0.68 2.79
H -3.10 -1.44 1.37
H -2.44 0.10 1.97
H 0.88 -5.50 3.57
H 0.19 -5.02 5.12
H 1.86 -5.50 5.02
H 3.48 -3.95 2.79
H 4.15 -3.63 4.38
H 3.78 -2.29 3.27
H 0.58 -2.82 6.46
H 1.34 -1.32 5.96
H 2.30 -2.62 6.66
H 3.01 -3.31 -0.05
H 2.65 -1.59 0.07
H 2.07 -2.51 -1.30
H 1.58 -5.19 1.52
H 0.78 -5.36 -0.02
H -0.19 -5.28 1.44
H -1.27 -1.60 -0.12
H -1.72 -3.30 0.00
H -0.75 -2.75 -1.36
Cl 1.38 3.25 2.15
C 1.54 3.30 0.40
C 0.79 4.23 -0.30
C 0.86 4.23 -1.69
C 1.67 3.31 -2.33
C 2.41 2.39 -1.61
C 2.36 2.36 -0.21
C 3.15 1.38 0.60
H 0.16 4.93 0.23
H 0.28 4.94 -2.26
H 1.74 3.31 -3.42
H 3.04 1.67 -2.12
H 3.93 1.92 1.13
H 3.63 0.64 -0.05
C 3.77 0.09 5.19
P 3.74 0.76 3.51
C 5.32 0.17 2.82
C 4.05 2.52 3.85
H 4.72 0.36 5.65
H 3.68 -0.99 5.18
H 2.96 0.51 5.79
H 6.14 0.66 3.34
H 5.40 0.37 1.76
H 5.41 -0.91 2.98
H 4.92 2.60 4.49
H 3.19 2.95 4.37
H 4.22 3.09 2.94
O -0.62 1.03 1.71
C -0.35 0.77 0.52
O 0.75 0.20 0.23
C -1.27 1.15 -0.61
C -0.79 0.64 -1.96
Ge -1.84 1.28 -3.50
C -1.27 0.37 -5.12
C -1.77 0.79 -6.35
C -1.38 0.16 -7.52
C -0.48 -0.90 -7.47
C 0.02 -1.33 -6.25
C -0.38 -0.69 -5.08
C -3.76 0.83 -3.22
C -4.53 1.34 -2.13
C -5.83 0.99 -1.96
C -6.44 0.11 -2.90
C -5.71 -0.41 -3.99
C -4.40 -0.06 -4.15
C -1.68 3.21 -3.73
C -0.68 3.67 -4.59
C -0.49 5.03 -4.79
C -1.29 5.95 -4.13
C -2.28 5.51 -3.27
C -2.48 4.15 -3.07
H -1.30 2.24 -0.59
H -2.28 0.81 -0.35
H -0.78 -0.45 -1.98
H 0.23 0.99 -2.14
H -2.45 1.63 -6.41
H -1.76 0.49 -8.47
H -0.17 -1.40 -8.38
H 0.72 -2.15 -6.20
H 0.03 -1.03 -4.13
H -4.07 2.02 -1.42
H -6.41 1.38 -1.14
H -7.48 -0.15 -2.78
H -6.19 -1.07 -4.70
H -3.83 -0.44 -4.98
H -0.06 2.96 -5.13
H 0.28 5.36 -5.47
H -1.14 7.00 -4.29
H -2.91 6.22 -2.76
H -3.27 3.83 -2.41
*
```

The energy above the lowest of the compared OMol25 structures with the same formula, charge and spin comes out at 0.331 eV. The LUMO energy (spin up / spin down) is -5.42 / -9.37 eV.



Entry from OMol25: a structure of composition C40H61MgN4P2SSe4Si in a non-equilibrium geometry (ωB97M-V/def2-TZVPD).

```
! RIJCOSX wB97M-V def2-TZVPD def2/J DEFGRID3
* xyz -1 1
Mg 1.22 -0.78 -0.39
C 1.70 0.05 3.11
Si 0.32 -0.39 1.86
C -0.26 -2.17 2.30
C 0.42 -2.92 3.26
C 0.18 -4.27 3.45
C -0.76 -4.91 2.66
C -1.46 -4.20 1.70
C -1.24 -2.83 1.52
P -2.18 -1.82 0.30
C -2.73 -3.05 -1.00
C -1.48 -3.62 -1.68
C -1.85 -4.76 -2.63
C -3.23 -4.54 -3.26
C -3.48 -3.04 -3.43
C -3.59 -2.35 -2.06
C -3.76 -1.57 1.31
C -4.62 -2.82 1.50
C -5.84 -2.50 2.37
C -6.68 -1.40 1.72
C -5.84 -0.14 1.55
C -4.59 -0.43 0.71
C -1.12 0.71 2.51
C -1.73 0.25 3.68
C -2.77 0.94 4.29
C -3.27 2.09 3.70
C -2.70 2.56 2.53
C -1.60 1.92 1.95
P -0.74 2.68 0.52
C 0.00 4.30 1.16
C 1.24 4.01 2.01
C 0.96 3.96 3.51
C 0.35 5.29 3.95
C -1.00 5.46 3.27
C -0.88 5.42 1.74
C -2.19 3.25 -0.50
C -1.81 4.37 -1.49
C -2.48 4.19 -2.86
C -3.92 3.72 -2.70
C -3.97 2.32 -2.05
C -2.69 2.02 -1.27
H 1.39 0.00 4.16
H 2.05 1.07 2.92
H 2.57 -0.61 2.97
H 1.18 -2.43 3.87
H 0.72 -4.82 4.21
H -0.94 -5.98 2.77
H -2.16 -4.73 1.07
H -3.29 -3.86 -0.54
H -0.75 -3.97 -0.95
H -1.00 -2.81 -2.24
H -1.84 -5.72 -2.09
H -1.09 -4.82 -3.41
H -4.02 -4.96 -2.63
H -3.29 -5.05 -4.23
H -4.38 -2.86 -4.02
H -2.64 -2.61 -3.99
H -4.64 -2.35 -1.74
H -3.28 -1.31 -2.17
H -3.40 -1.24 2.28
H -4.03 -3.61 1.97
H -4.98 -3.18 0.54
H -5.50 -2.16 3.36
H -6.44 -3.40 2.52
H -7.56 -1.18 2.33
H -7.02 -1.74 0.74
H -5.52 0.23 2.53
H -6.43 0.65 1.07
H -3.98 0.47 0.65
H -4.90 -0.69 -0.31
H -1.37 -0.67 4.13
H -3.20 0.58 5.22
H -4.09 2.63 4.15
H -3.12 3.43 2.05
H 0.38 4.69 0.20
H 1.99 4.79 1.84
H 1.68 3.06 1.68
H 1.89 3.77 4.05
H 0.27 3.14 3.74
H 1.02 6.11 3.67
H 0.23 5.32 5.04
H -1.46 6.41 3.56
H -1.65 4.66 3.62
H -0.45 6.38 1.43
H -1.88 5.38 1.30
H -3.00 3.59 0.15
H -0.73 4.40 -1.64
H -2.10 5.34 -1.07
H -1.94 3.45 -3.46
H -2.45 5.13 -3.41
H -4.41 3.70 -3.68
H -4.46 4.44 -2.08
H -4.08 1.56 -2.83
H -4.84 2.25 -1.39
H -1.92 1.69 -1.98
H -2.86 1.19 -0.58
C 2.90 3.55 -3.00
C 3.68 2.73 -2.05
N 4.90 2.95 -1.66
N 5.16 1.93 -0.77
C 4.12 1.08 -0.60
S 4.00 -0.22 0.40
N 3.17 1.61 -1.43
N 1.94 1.02 -1.62
H 3.58 4.14 -3.61
H 2.24 4.23 -2.46
H 2.29 2.91 -3.64
H 6.06 1.83 -0.36
H 1.78 0.77 -2.62
H 1.19 1.66 -1.36
Se 2.19 -3.01 -1.38
Se 2.83 -2.07 -3.41
Se 0.92 -1.87 -4.67
Se 0.16 0.31 -4.44
*
```

The LUMO energy is 2.29 eV.